{"formula": "C11H35AsF6O6", "method": "ωB97M-V/def2-TZVPD", "gap_ha": 0.371, "total_energy_ev": -101403.892, "e_above_lowest_kcal_mol": 59.2, "lumo_energy_ev": 0.17, "elements": ["O", "H", "H", "H", "As", "F", "F", "F", "F", "F", "F", "C", "C", "O", "H", "H", "H", "H", "H", "H", "C", "C", "O", "H", "H", "H", "H", "H", "H", "C", "C", "O", "H", "H", "H", "H", "H", "H", "C", "C", "O", "H", "H", "H", "H", "H", "H", "C", "C", "C", "O", "H", "H", "H", "H", "H", "H", "H", "H"], "coordinates": [[-18.23, -18.04, -11.74], [-18.83, -18.61, -11.24], [-18.41, -18.12, -12.68], [-18.31, -17.14, -11.40], [-17.11, -13.96, -11.03], [-17.53, -15.67, -11.37], [-16.77, -13.63, -12.80], [-16.66, -12.29, -10.54], [-17.47, -14.28, -9.33], [-15.40, -14.38, -10.76], [-18.85, -13.61, -11.41], [-21.32, -14.30, -10.06], [-20.54, -15.52, -10.12], [-20.28, -15.82, -11.50], [-22.30, -14.35, -10.54], [-20.75, -13.40, -10.33], [-21.55, -14.09, -9.02], [-21.19, -16.32, -9.75], [-19.62, -15.45, -9.55], [-19.96, -15.01, -11.91], [-16.92, -20.04, -9.62], [-18.44, -20.06, -9.26], [-18.90, -18.76, -9.11], [-16.61, -21.07, -9.42], [-16.39, -19.68, -8.74], [-16.55, -19.66, -10.57], [-18.63, -20.73, -8.42], [-19.00, -20.56, -10.05], [-18.76, -18.49, -8.20], [-16.87, -20.06, -16.77], [-16.22, -20.58, -15.42], [-16.50, -19.56, -14.44], [-17.96, -20.01, -16.78], [-16.62, -20.71, -17.61], [-16.50, -19.06, -17.00], [-15.15, -20.73, -15.56], [-16.69, -21.50, -15.10], [-15.69, -19.10, -14.19], [-21.40, -21.80, -11.55], [-21.37, -20.54, -12.46], [-20.89, -19.48, -11.69], [-22.12, -21.79, -10.73], [-20.44, -22.22, -11.25], [-21.78, -22.56, -12.22], [-22.37, -20.25, -12.77], [-20.83, -20.70, -13.39], [-21.62, -19.36, -11.07], [-18.19, -16.04, -15.04], [-19.39, -16.97, -14.86], [-20.25, -17.23, -16.10], [-18.98, -18.07, -14.16], [-17.50, -16.46, -15.78], [-17.61, -15.97, -14.12], [-18.42, -15.02, -15.35], [-20.06, -16.50, -14.15], [-21.06, -17.91, -15.84], [-19.68, -17.51, -16.99], [-20.65, -16.23, -16.24], [-18.44, -18.52, -14.81]]}


{"formula": "C4H8N2O2", "method": "ωB97M-V/def2-TZVPD", "gap_ha": 0.332, "total_energy_ev": -11348.068, "e_above_lowest_kcal_mol": 139.4, "lumo_energy_ev": 0.84, "elements": ["C", "C", "C", "C", "H", "H", "H", "H", "H", "H", "H", "H", "N", "N", "O", "O"], "coordinates": [[-1.17, 1.46, -0.04], [-1.73, -0.97, -0.32], [1.01, -0.32, 1.00], [2.65, -0.05, -0.45], [-2.21, 1.60, -0.35], [-0.73, 2.23, 0.70], [-0.49, 1.44, -1.01], [-2.85, -1.04, -0.70], [-0.75, -1.26, -0.94], [-1.80, -1.85, 0.22], [1.84, -0.73, 1.53], [2.87, -0.62, -1.67], [-1.27, 0.12, 0.59], [-0.16, -0.21, 1.32], [1.36, -0.05, -0.38], [3.43, 0.25, 0.49]]}


{"formula": "C36H45As2FeN3S4Si3", "method": "ωB97M-V/def2-TZVPD", "gap_ha": [0.149, 0.211], "total_energy_ev": -265577.835, "multiplicity": 5, "e_above_lowest_kcal_mol": 45.1, "charge": -2, "lumo_energy_ev": [4.11, 4.00], "elements": ["Fe", "C", "C", "N", "C", "C", "C", "C", "C", "C", "C", "C", "C", "N", "C", "H", "H", "H", "H", "H", "H", "H", "H", "C", "C", "C", "C", "C", "C", "C", "C", "C", "C", "C", "C", "C", "C", "C", "N", "H", "H", "H", "H", "H", "H", "H", "H", "H", "H", "S", "As", "S", "S", "S", "C", "Si", "C", "C", "As", "Si", "C", "C", "C", "Si", "C", "C", "C", "H", "H", "H", "H", "H", "H", "H", "H", "H", "H", "H", "H", "H", "H", "H", "H", "H", "H", "H", "H", "H", "H", "H", "H", "H", "H", "H"], "coordinates": [[-0.23, -0.26, 0.11], [-0.53, -2.98, 3.92], [-0.78, -2.43, 2.65], [0.16, -1.86, 1.93], [1.42, -1.87, 2.40], [1.77, -2.40, 3.65], [0.74, -2.95, 4.43], [3.14, -2.38, 4.07], [4.10, -1.91, 3.24], [3.78, -1.42, 1.93], [4.76, -1.00, 1.01], [4.37, -0.59, -0.23], [3.00, -0.55, -0.54], [2.06, -0.92, 0.30], [2.44, -1.37, 1.51], [-1.35, -3.42, 4.47], [-1.77, -2.44, 2.22], [0.96, -3.35, 5.41], [3.40, -2.76, 5.05], [5.14, -1.91, 3.55], [5.81, -1.02, 1.29], [5.08, -0.31, -1.00], [2.67, -0.24, -1.53], [2.09, 3.12, 1.59], [1.41, 3.42, 2.76], [0.28, 2.68, 3.11], [-0.17, 1.64, 2.28], [0.51, 1.30, 1.09], [1.64, 2.08, 0.78], [-1.39, 0.88, 2.55], [-2.06, 0.90, 3.77], [-3.25, 0.19, 3.94], [-3.80, -0.51, 2.83], [-5.02, -1.21, 2.88], [-5.53, -1.88, 1.78], [-4.81, -1.88, 0.59], [-3.60, -1.20, 0.50], [-3.06, -0.51, 1.60], [-1.84, 0.13, 1.48], [2.97, 3.69, 1.30], [1.75, 4.23, 3.40], [-0.27, 2.95, 4.00], [2.20, 1.86, -0.13], [-1.64, 1.47, 4.59], [-3.77, 0.19, 4.89], [-5.57, -1.20, 3.82], [-6.47, -2.41, 1.85], [-5.19, -2.40, -0.28], [-3.03, -1.20, -0.42], [1.05, -4.25, -4.51], [1.97, -2.91, -3.16], [-0.96, -2.08, -1.31], [0.52, -1.28, -2.50], [3.60, -1.72, -3.84], [-1.44, 5.24, -2.76], [-0.64, 3.93, -1.65], [1.21, 4.02, -2.02], [-1.03, 4.47, 0.10], [-1.34, 1.70, -1.90], [-3.68, 1.95, -1.64], [-4.46, 3.43, -2.53], [-4.07, 2.25, 0.18], [-4.51, 0.41, -2.33], [-1.13, 1.32, -4.24], [-2.00, 2.58, -5.36], [-1.92, -0.33, -4.69], [0.67, 1.50, -4.76], [-0.82, 6.15, -2.69], [-2.44, 5.50, -2.43], [-1.49, 4.96, -3.81], [1.70, 4.69, -1.31], [1.37, 4.42, -3.03], [1.69, 3.04, -1.96], [-0.57, 5.44, 0.31], [-0.66, 3.75, 0.84], [-2.12, 4.57, 0.23], [-4.27, 4.36, -1.98], [-5.55, 3.28, -2.52], [-4.15, 3.57, -3.57], [-4.42, 3.28, 0.32], [-3.20, 2.08, 0.81], [-4.86, 1.57, 0.52], [-4.94, 0.61, -3.32], [-5.31, 0.08, -1.66], [-3.80, -0.42, -2.43], [-3.04, 2.77, -5.08], [-2.00, 2.15, -6.37], [-1.46, 3.53, -5.41], [-2.92, -0.17, -5.09], [-1.97, -1.01, -3.84], [-1.31, -0.83, -5.46], [1.08, 2.46, -4.42], [0.72, 1.48, -5.86], [1.31, 0.70, -4.39]]}


{"formula": "CHF2IS", "method": "ωB97M-V/def2-TZVPD", "gap_ha": 0.367, "total_energy_ev": -25423.230, "e_above_lowest_kcal_mol": 5.1, "lumo_energy_ev": -0.19, "smiles": "FC(F)=S.I", "elements": ["F", "C", "F", "S", "I", "H"], "coordinates": [[-0.09, -0.49, -1.51], [-0.83, 0.36, -0.85], [-1.65, -0.34, -0.09], [-0.77, 1.97, -0.90], [2.26, -1.29, 1.42], [1.08, -0.22, 1.93]]}


{"formula": "C4H14N2OS", "method": "ωB97M-V/def2-TZVPD", "gap_ha": 0.365, "total_energy_ev": -20235.896, "e_above_lowest_kcal_mol": 49.2, "lumo_energy_ev": 0.82, "smiles": "NCCNCCS.O", "elements": ["N", "C", "C", "N", "C", "C", "S", "H", "H", "H", "H", "H", "H", "H", "H", "H", "H", "H", "H", "O", "H", "H"], "coordinates": [[-1.97, 0.98, -0.89], [-1.10, 0.74, -2.09], [0.24, 0.43, -1.45], [0.12, -0.53, -0.31], [0.76, -0.32, 0.92], [2.29, -0.27, 0.86], [3.20, -1.43, 2.15], [-2.82, 1.34, -1.03], [-2.03, 0.14, -0.31], [-1.43, 0.02, -2.85], [-1.16, 1.74, -2.56], [0.59, 1.44, -1.03], [0.97, 0.10, -2.29], [0.10, -1.50, -0.64], [0.33, -1.06, 1.67], [0.38, 0.67, 1.27], [2.79, -0.38, -0.20], [2.59, 0.76, 1.23], [2.03, -2.17, 2.27], [-2.31, -0.29, 1.84], [-1.94, -0.16, 0.93], [-1.62, -0.25, 2.50]]}


{"formula": "C6H8N2", "method": "ωB97M-V/def2-TZVPD", "gap_ha": 0.361, "total_energy_ev": -9327.091, "e_above_lowest_kcal_mol": 106.5, "lumo_energy_ev": 1.05, "elements": ["C", "C", "C", "C", "C", "C", "H", "H", "H", "H", "H", "H", "H", "H", "N", "N"], "coordinates": [[1.52, -0.15, 0.65], [0.49, 0.95, 0.15], [-0.16, 0.56, -1.14], [-0.85, 0.57, 0.76], [-0.57, -0.94, 0.53], [0.01, -0.93, -0.92], [2.55, 0.07, 0.33], [1.57, -0.17, 1.69], [1.04, 1.97, 0.27], [0.13, 1.13, -1.93], [-2.27, 0.12, -0.73], [-1.30, 0.78, 1.75], [-1.09, -1.91, 0.70], [-0.50, -1.71, -1.69], [-1.51, 0.98, -0.47], [0.93, -1.32, 0.05]]}


{"formula": "C33H84F6Mn2N7O14S2", "method": "ωB97M-V/def2-TZVPD", "gap_ha": [0.237, 0.216], "total_energy_ev": -175290.008, "multiplicity": 11, "charge": 1, "lumo_energy_ev": [-3.55, -4.12], "elements": ["Mn", "Mn", "C", "C", "C", "O", "H", "H", "H", "H", "H", "H", "H", "C", "F", "F", "F", "S", "O", "O", "O", "C", "F", "F", "F", "S", "O", "O", "O", "C", "C", "C", "O", "C", "N", "H", "H", "H", "H", "H", "H", "H", "H", "H", "H", "H", "C", "C", "C", "O", "C", "N", "H", "H", "H", "H", "H", "H", "H", "H", "H", "H", "H", "C", "C", "C", "O", "C", "N", "H", "H", "H", "H", "H", "H", "H", "H", "H", "H", "H", "C", "C", "C", "O", "C", "N", "H", "H", "H", "H", "H", "H", "H", "H", "H", "H", "H", "C", "C", "C", "O", "C", "N", "H", "H", "H", "H", "H", "H", "H", "H", "H", "H", "H", "C", "C", "C", "O", "C", "N", "H", "H", "H", "H", "H", "H", "H", "H", "H", "H", "H", "C", "C", "C", "O", "C", "N", "H", "H", "H", "H", "H", "H", "H", "H", "H", "H", "H"], "coordinates": [[1.09, 0.80, -2.36], [-2.71, 0.63, -2.32], [-1.04, -0.52, 0.58], [-1.09, 0.92, 0.07], [-0.26, 1.85, 0.93], [-0.81, 0.97, -1.34], [-1.53, -1.18, -0.14], [-1.67, -0.62, 1.47], [-0.03, -0.87, 0.81], [-2.13, 1.26, 0.14], [-0.67, 1.79, 1.94], [-0.30, 2.89, 0.58], [0.82, 1.69, 0.94], [-1.17, 2.23, -6.29], [-1.68, 1.04, -6.57], [-0.04, 2.42, -6.93], [-2.02, 3.16, -6.68], [-0.91, 2.38, -4.44], [-0.73, 3.79, -4.21], [-2.16, 1.89, -3.81], [0.21, 1.56, -4.06], [3.66, 0.33, 1.64], [4.67, -0.31, 2.16], [2.59, 0.21, 2.39], [3.95, 1.62, 1.49], [3.38, -0.42, -0.10], [2.20, 0.24, -0.67], [4.57, -0.06, -0.85], [3.18, -1.84, 0.18], [-1.87, -4.27, 0.31], [-1.68, -5.81, 0.31], [-0.61, -6.34, -0.63], [-0.95, -6.00, -1.96], [-0.12, -6.52, -2.99], [-1.36, -6.12, 1.70], [-2.13, -3.89, -0.69], [-0.94, -3.78, 0.59], [-2.69, -4.06, 1.00], [-2.64, -6.16, -0.09], [-0.57, -7.43, -0.64], [0.32, -5.82, -0.37], [0.89, -6.11, -2.84], [-0.55, -6.11, -3.90], [-0.06, -7.61, -2.91], [-1.37, -7.13, 1.90], [-2.18, -5.88, 2.27], [3.96, -5.20, 4.17], [3.82, -4.81, 2.69], [2.37, -4.63, 2.27], [1.73, -3.71, 3.13], [0.41, -3.50, 2.70], [4.51, -3.50, 2.60], [3.56, -6.22, 4.26], [3.35, -4.56, 4.80], [4.99, -5.28, 4.52], [4.40, -5.44, 2.01], [1.86, -5.60, 2.35], [2.36, -4.32, 1.22], [-0.17, -4.41, 2.50], [0.44, -3.01, 1.71], [-0.16, -2.86, 3.37], [4.07, -2.85, 3.24], [4.33, -3.05, 1.70], [-2.69, 6.08, -2.61], [-2.34, 6.82, -1.32], [-2.07, 5.89, -0.13], [-3.28, 5.19, 0.13], [-3.46, 4.80, 1.49], [-1.16, 7.68, -1.57], [-3.67, 5.61, -2.59], [-1.94, 5.32, -2.88], [-2.64, 6.71, -3.50], [-3.18, 7.47, -1.08], [-1.66, 6.50, 0.67], [-1.38, 5.08, -0.40], [-4.50, 4.51, 1.60], [-3.28, 5.66, 2.15], [-2.72, 4.02, 1.69], [-1.41, 8.32, -2.32], [-1.11, 8.32, -0.78], [-6.00, 3.28, -0.74], [-4.82, 2.35, -0.63], [-5.31, 0.88, -0.68], [-4.21, 0.04, -1.00], [-4.58, -1.34, -0.84], [-3.84, 2.58, -1.73], [-6.50, 3.17, -1.70], [-5.68, 4.32, -0.66], [-6.74, 3.24, 0.06], [-4.29, 2.50, 0.31], [-6.09, 0.85, -1.45], [-5.74, 0.65, 0.30], [-3.81, -2.04, -1.16], [-5.53, -1.57, -1.32], [-4.81, -1.56, 0.21], [-3.45, 3.51, -1.56], [-4.39, 2.62, -2.59], [2.43, -1.63, 6.11], [0.93, -1.42, 6.09], [0.54, -0.41, 4.99], [1.10, 0.84, 5.34], [0.58, 1.88, 4.52], [0.24, -2.72, 5.93], [2.77, -2.02, 5.14], [2.74, -2.36, 6.86], [2.97, -0.68, 6.16], [0.62, -0.92, 7.01], [-0.55, -0.31, 4.93], [0.90, -0.81, 4.03], [1.35, 2.16, 3.80], [0.27, 2.72, 5.14], [-0.30, 1.61, 3.93], [0.41, -3.15, 6.83], [0.73, -3.27, 5.24], [0.94, -3.10, -1.66], [1.71, -2.30, -2.69], [2.24, -3.17, -3.80], [2.71, -2.36, -4.86], [3.44, -3.05, -5.84], [0.81, -1.20, -3.25], [0.05, -3.61, -2.05], [0.70, -2.50, -0.79], [1.61, -3.88, -1.29], [2.50, -1.80, -2.14], [1.45, -3.80, -4.24], [3.02, -3.82, -3.40], [4.36, -3.46, -5.39], [3.77, -2.32, -6.58], [2.87, -3.82, -6.38], [1.04, -1.31, -4.24], [-0.11, -1.64, -3.21], [3.88, 3.49, -1.00], [2.38, 3.74, -0.96], [2.03, 5.24, -0.89], [2.54, 5.85, 0.27], [1.85, 5.46, 1.44], [1.65, 2.95, -2.01], [4.28, 3.96, -0.10], [4.41, 4.02, -1.80], [4.12, 2.43, -1.03], [2.03, 3.32, -0.01], [0.98, 5.50, -1.06], [2.62, 5.65, -1.72], [0.76, 5.60, 1.44], [2.21, 6.05, 2.28], [2.03, 4.42, 1.71], [0.81, 3.51, -2.16], [2.16, 3.12, -2.88]]}


{"formula": "C26H44EuN10O7S2", "method": "ωB97M-V/def2-TZVPD", "gap_ha": [0.290, 0.317], "total_energy_ev": -97902.641, "multiplicity": 7, "e_above_lowest_kcal_mol": 11.6, "charge": 1, "lumo_energy_ev": [-3.08, -2.36], "elements": ["Eu", "C", "C", "N", "C", "C", "N", "C", "C", "C", "N", "C", "C", "N", "C", "H", "H", "H", "H", "H", "H", "H", "H", "H", "H", "H", "H", "H", "H", "H", "H", "H", "H", "H", "H", "H", "H", "H", "H", "N", "N", "C", "N", "N", "N", "O", "O", "H", "H", "H", "H", "H", "O", "S", "O", "O", "O", "O", "S", "C", "C", "C", "C", "C", "C", "C", "C", "C", "C", "C", "C", "H", "H", "H", "H", "H", "H", "H", "H", "H", "H", "C", "C", "C", "N", "H", "H", "H", "H", "H"], "coordinates": [[0.06, 0.37, -0.06], [-3.18, 2.19, -0.33], [-3.32, 1.78, 1.13], [-2.07, 1.25, 1.68], [-1.62, 1.91, 2.90], [-0.11, 1.74, 3.10], [0.37, 0.43, 2.62], [0.26, -0.64, 3.61], [-0.95, -1.55, 3.44], [-0.90, -2.41, 2.18], [-1.32, -1.71, 0.95], [-2.78, -1.80, 0.74], [-3.12, -1.34, -0.69], [-2.41, -0.12, -1.10], [-3.27, 1.05, -1.35], [-2.24, 2.72, -0.46], [-3.98, 2.88, -0.58], [-3.61, 2.68, 1.69], [-4.14, 1.06, 1.24], [-2.18, 0.26, 1.91], [-2.17, 1.53, 3.79], [-1.82, 2.98, 2.81], [0.14, 1.89, 4.16], [0.38, 2.50, 2.50], [1.35, 0.55, 2.38], [0.23, -0.21, 4.62], [1.16, -1.27, 3.55], [-1.87, -0.97, 3.48], [-0.96, -2.23, 4.30], [-1.52, -3.30, 2.33], [0.13, -2.73, 2.03], [-0.93, -2.26, 0.19], [-3.32, -1.21, 1.48], [-3.12, -2.84, 0.84], [-4.21, -1.19, -0.75], [-2.87, -2.16, -1.36], [-1.93, -0.31, -1.98], [-4.32, 0.72, -1.42], [-3.01, 1.49, -2.32], [1.94, 0.29, -2.54], [1.87, -0.49, -3.69], [1.16, -1.62, -3.68], [1.12, -2.38, -4.78], [0.49, -1.90, -2.55], [-0.05, -3.09, -2.36], [0.10, -4.02, -3.14], [-0.72, -3.20, -1.35], [1.32, 1.11, -2.60], [2.90, 0.58, -2.36], [2.28, -0.18, -4.56], [1.66, -2.16, -5.60], [0.69, -3.30, -4.67], [1.69, 3.02, -1.33], [0.13, 2.91, -1.13], [-0.47, 4.09, -1.66], [-0.09, 2.67, 0.29], [-0.28, 1.68, -1.86], [1.80, -1.46, 0.75], [3.20, -0.97, 0.96], [4.16, -2.38, 1.65], [3.76, -3.70, 1.55], [4.56, -4.70, 2.09], [5.75, -4.37, 2.73], [6.13, -3.04, 2.84], [5.33, -2.05, 2.30], [3.99, -1.17, -0.66], [3.64, -2.24, -1.46], [4.25, -2.42, -2.69], [5.20, -1.51, -3.13], [5.54, -0.43, -2.33], [4.94, -0.25, -1.10], [2.83, -3.94, 1.06], [4.26, -5.73, 2.02], [6.37, -5.14, 3.15], [7.04, -2.78, 3.37], [5.62, -1.01, 2.38], [2.90, -2.95, -1.11], [3.98, -3.26, -3.31], [5.69, -1.66, -4.08], [6.27, 0.29, -2.68], [5.19, 0.58, -0.47], [3.02, 4.47, 0.93], [3.60, 3.29, 0.15], [2.50, 2.34, -0.26], [2.21, 1.23, 0.12], [3.82, 5.15, 1.22], [2.51, 4.13, 1.83], [2.31, 5.01, 0.30], [4.31, 2.74, 0.77], [4.10, 3.66, -0.75]]}


Number 1: strongest force on any atom 3.48 eV/Å. Number 2: strongest force on any atom 4.97 eV/Å. Number 3: strongest force on any atom 0.57 eV/Å. Number 4: strongest force on any atom 1.33 eV/Å. Number 5: strongest force on any atom 4.97 eV/Å. Number 6: strongest force on any atom 5.77 eV/Å. Number 7: strongest force on any atom 2.72 eV/Å. Number 8: strongest force on any atom 3.98 eV/Å.